19
Properties=species:S:1:pos:R:3:forces:R:3:nbo_charge:R:1 method="wB97M-V/def2-TZVPD" smiles="C=C/C=C/CC[NH3+]" e_homo_ev=-12.45 relative_energy_kj_mol=143.6 orbital_gap_ev=8.739 charge=+1
C 1.805 1.419 2.482 0.0452 -0.6599 0.7099 -0.325
C 1.326 1.719 1.294 -0.9117 -0.5615 -0.9927 -0.239
C 0.435 0.782 0.531 0.8184 0.0205 0.8328 -0.219
C 0.504 -0.547 0.632 -1.0264 0.3287 -0.6143 -0.176
C -0.352 -1.497 -0.193 0.0889 0.7324 0.0978 -0.453
C -1.505 -0.846 -0.935 -0.4907 -0.5517 0.1001 -0.226
N -1.038 -0.203 -2.223 0.3490 -1.1076 0.5927 -0.672
H 1.523 0.479 2.956 -0.0900 0.1122 -0.1583 0.189
H 2.479 1.981 3.100 0.1626 0.5952 -0.2417 0.223
H 1.495 2.619 0.723 0.4043 0.3960 0.4106 0.215
H -0.278 1.286 -0.118 0.0047 -0.0939 -0.0817 0.162
H 1.145 -1.014 1.363 0.3658 -0.0242 -0.1495 0.231
H -0.736 -2.284 0.457 0.0456 -0.1444 -0.2812 0.261
H 0.282 -1.911 -0.980 0.1545 -0.6833 0.2733 0.209
H -2.056 -0.133 -0.371 0.0578 1.1314 0.5920 0.237
H -2.318 -1.516 -1.197 0.3777 -0.6267 -0.3888 0.236
H -0.433 0.594 -2.020 -0.3846 0.3998 -0.2307 0.454
H -1.848 -0.042 -2.814 0.1798 0.6678 -0.2614 0.453
H -0.431 -0.886 -2.686 -0.1509 0.0692 -0.2087 0.439


19
Properties=species:S:1:pos:R:3:forces:R:3:nbo_charge:R:1 method="wB97M-V/def2-TZVPD" smiles="C=C/C=[NH+]/C(C)C" e_homo_ev=-14.92 relative_energy_kj_mol=276.2 orbital_gap_ev=9.670 charge=+1
C -1.516 0.685 -2.158 -5.2795 -0.9725 -5.0541 -0.324
C -0.811 1.700 -1.745 -0.2821 -2.1864 2.9942 -0.264
C -0.386 1.459 -0.408 -0.3311 -0.9300 -0.6969 0.239
N -0.235 0.199 -0.223 1.5400 -0.8308 -0.1337 -0.401
C 0.244 -0.347 0.986 2.9299 -2.2634 1.9108 -0.058
C 1.839 -0.175 1.027 -3.0024 1.0723 2.2662 -0.584
C -0.052 -1.897 1.285 -0.8234 2.0318 -2.4739 -0.608
H -2.187 -0.058 -1.648 1.5988 0.7611 0.3809 0.247
H -1.967 0.669 -3.213 1.2411 0.3385 1.2044 0.242
H -0.477 2.541 -2.144 0.9783 3.3956 -2.6759 0.249
H -0.248 2.201 0.343 0.1155 0.1966 0.7400 0.248
H -0.171 -0.380 -1.086 -0.1031 0.4682 1.1402 0.448
H -0.134 0.349 1.726 -0.2091 -0.5671 0.6641 0.209
H 1.908 0.899 1.150 0.8643 0.2187 0.5356 0.203
H 2.229 -0.781 1.845 0.0154 0.4961 0.1117 0.240
H 2.355 -0.399 0.179 1.0517 -1.0393 -2.7113 0.217
H 0.735 -2.598 0.950 -0.5061 0.6503 -0.4676 0.237
H -1.050 -2.047 0.812 0.6690 -0.7696 0.6057 0.217
H -0.076 -2.020 2.322 -0.4670 -0.0698 1.6594 0.243


19
Properties=species:S:1:pos:R:3:forces:R:3:nbo_charge:R:1 method="wB97M-V/def2-TZVPD" smiles="C=C1[N@@H+](C)C1(C)C" e_homo_ev=-15.56 relative_energy_kj_mol=285.5 orbital_gap_ev=12.580 charge=+1
C 1.480 -1.885 -0.486 2.3507 -5.2097 -1.9753 -0.358
C 0.937 -0.776 -0.264 -2.4232 3.7437 -0.2498 0.162
N 0.044 0.208 -1.075 0.5732 -0.2895 -1.4099 -0.404
C -1.278 -0.307 -1.472 1.7075 -3.8623 -2.8960 -0.426
C 0.255 0.304 0.403 1.4200 1.5157 0.8963 0.104
C 1.066 1.435 1.029 2.6580 -0.0217 -2.4264 -0.608
C -0.821 -0.006 1.374 0.3870 -2.0274 0.7597 -0.628
H 1.630 -2.428 -1.500 -0.5973 1.4923 1.5477 0.266
H 1.881 -2.551 0.302 -0.2019 0.9374 -0.1225 0.267
H 0.514 0.855 -1.777 -0.6615 -0.8049 1.5979 0.462
H -2.030 0.326 -1.272 -2.4928 2.4504 1.2238 0.223
H -1.407 -0.541 -2.592 0.9274 0.5564 1.5093 0.249
H -1.421 -1.303 -1.005 -0.0272 0.8189 -0.0358 0.234
H 2.077 1.719 0.522 -1.9647 -0.5002 0.4424 0.237
H 1.360 0.887 1.870 0.8320 -0.0954 1.7186 0.234
H 0.554 2.324 1.324 -0.6902 0.3715 -0.0306 0.249
H -1.181 -1.008 1.218 -0.5808 -0.2945 -0.1041 0.230
H -1.620 0.668 1.492 -0.8242 1.0634 -0.1709 0.251
H -0.292 -0.085 2.338 -0.3920 0.1557 -0.2746 0.254